[1]
Formula: C37H40Cl2NO2STeV
Source: the Open Molecules 2025 dataset
Level of theory: ωB97M-V/def2-TZVPD

The HOMO energy (alpha / beta) is -10.1 / -10.5 eV. As for the gap between HOMO and LUMO (alpha / beta): 0.258 / 0.225 hartree. The energy is -113456.4706 eV.

ORCA input file:
```
! wB97M-V def2-TZVPD RIJCOSX def2/J DEFGRID3
* xyz 1 4
V -3.250 0.988 1.067
C -4.794 2.499 -1.207
C -6.121 2.119 -1.017
C -6.828 2.590 0.078
C -6.213 3.441 0.990
C -4.898 3.836 0.793
C -4.183 3.373 -0.312
H -4.243 2.146 -2.070
H -6.605 1.477 -1.744
H -7.865 2.309 0.218
H -6.764 3.807 1.845
H -4.423 4.500 1.501
H -3.168 3.702 -0.490
Cl -5.481 -0.139 2.005
C -5.685 -0.998 0.467
Cl -4.258 -0.713 -0.557
H -6.551 -0.588 -0.041
H -5.765 -2.060 0.664
C -1.605 1.906 4.360
C -2.283 1.464 3.102
O -3.170 2.255 2.550
N -2.034 0.365 2.435
Te 0.490 -0.054 2.089
C 2.106 -0.082 0.718
C 2.115 -0.852 -0.451
C 0.917 -1.635 -0.912
C 3.276 -0.882 -1.212
C 4.411 -0.170 -0.851
C 5.671 -0.242 -1.663
C 4.351 0.639 0.281
C 3.210 0.716 1.066
C 3.213 1.634 2.263
C 0.350 -2.150 2.345
C 1.397 -2.759 3.050
C 2.592 -2.019 3.597
C 1.351 -4.137 3.235
C 0.306 -4.911 2.752
C 0.269 -6.397 2.972
C -0.710 -4.273 2.051
C -0.705 -2.904 1.825
C -1.814 -2.320 0.991
H -2.281 2.513 4.959
H -0.746 2.527 4.093
H -1.254 1.049 4.932
H -0.006 -1.074 -0.751
H 0.839 -2.587 -0.383
H 0.995 -1.845 -1.978
H 3.292 -1.479 -2.117
H 5.549 -0.880 -2.537
H 6.492 -0.638 -1.063
H 5.969 0.752 -2.004
H 5.216 1.232 0.557
H 4.075 2.297 2.227
H 3.269 1.079 3.203
H 2.320 2.262 2.299
H 2.377 -0.973 3.824
H 3.418 -2.038 2.883
H 2.933 -2.485 4.520
H 2.158 -4.613 3.781
H 1.182 -6.753 3.443
H 0.144 -6.926 2.026
H -0.571 -6.670 3.613
H -1.526 -4.862 1.647
H -2.735 -2.252 1.576
H -2.002 -2.957 0.125
H -1.574 -1.318 0.634
C 3.830 2.239 -7.546
C 2.900 1.997 -6.390
O 1.716 2.166 -6.420
S 3.766 1.431 -4.915
C 2.433 1.391 -3.749
C 1.368 0.514 -3.926
C 0.327 0.503 -3.015
C 0.348 1.354 -1.906
C 1.433 2.214 -1.728
C 2.463 2.239 -2.651
C -0.737 1.343 -0.973
C -1.698 1.305 -0.223
H 3.351 1.899 -8.462
H 4.789 1.743 -7.411
H 3.997 3.314 -7.626
H 1.346 -0.139 -4.788
H -0.517 -0.158 -3.161
H 1.450 2.879 -0.874
H 3.289 2.928 -2.528
*
```



[2]
Formula: C37H40Li2O17S
Source: the Open Molecules 2025 dataset
Level of theory: ωB97M-V/def2-TZVPD

The HOMO energy is -7.3 eV. As for the gap between HOMO and LUMO: 0.240 hartree. The energy is -85062.8593 eV.

ORCA input file:
```
! wB97M-V def2-TZVPD RIJCOSX def2/J DEFGRID3
* xyz 0 1
Li 2.430 3.328 0.346
Li -2.752 0.916 1.513
S 0.187 0.994 0.542
O -0.336 1.051 -0.752
O 0.643 -0.408 0.626
O 1.276 1.944 0.694
O -0.890 1.148 1.504
C 4.400 1.883 1.827
O 4.411 3.017 0.968
H 5.331 1.595 2.400
H 4.238 1.036 1.159
H 3.530 2.043 2.649
H 5.230 3.282 0.760
C -0.616 2.680 6.141
C 0.253 3.152 7.069
C 1.635 3.116 6.811
C 2.158 2.380 5.701
C 1.243 1.848 4.800
C -0.162 1.886 5.018
O -1.027 1.322 4.129
O 2.386 3.803 7.682
H -1.688 2.879 6.338
H -0.043 3.648 7.794
H 3.338 2.424 5.475
H 1.819 1.259 4.181
H -0.838 1.549 3.218
H 3.306 3.777 7.494
C -0.723 -3.488 2.812
C -1.642 -4.381 3.302
C -2.225 -4.139 4.437
C -1.976 -2.930 5.146
C -1.081 -1.951 4.571
C -0.396 -2.309 3.489
O 0.543 -1.487 2.929
O -3.048 -4.905 5.070
H -0.356 -3.710 1.843
H -2.018 -5.203 2.684
H -2.566 -2.882 6.293
H -0.765 -0.924 5.304
H 0.389 -1.023 2.014
H -3.445 -5.746 4.678
C -4.935 1.920 -0.514
C -5.687 3.090 -0.679
C -5.178 4.181 -1.466
C -3.937 3.988 -1.970
C -3.145 2.832 -1.870
C -3.688 1.690 -1.094
O -2.890 0.622 -0.747
O -5.707 5.362 -1.556
H -5.443 1.199 0.089
H -6.533 3.171 0.023
H -3.575 5.078 -2.458
H -2.167 2.657 -2.241
H -2.026 0.526 -1.107
H -5.952 5.662 -2.389
C 2.772 0.042 -3.940
C 2.383 -0.483 -2.614
C 3.266 -0.326 -1.604
C 4.651 0.078 -1.724
C 5.044 0.276 -3.026
C 4.158 0.223 -4.144
O 4.712 0.487 -5.363
O 2.979 -0.639 -0.214
H 2.224 0.013 -4.753
H 1.412 -0.849 -2.360
H 5.303 0.210 -0.926
H 5.989 0.447 -3.218
H 4.954 -0.343 -5.638
H 2.017 -0.561 0.066
C -0.677 1.626 -6.560
C -0.076 1.990 -5.277
C -0.301 1.268 -4.077
C -1.038 0.091 -4.199
C -1.675 -0.294 -5.316
C -1.457 0.486 -6.453
O -2.089 0.028 -7.567
O 0.409 1.749 -2.952
H -0.214 1.891 -7.502
H 0.455 2.980 -5.493
H -0.833 -0.265 -3.166
H -2.045 -1.270 -5.345
H -2.308 -0.945 -7.577
H 0.164 1.725 -2.111
C 1.318 -4.941 -1.632
C 0.857 -3.603 -1.534
C -0.467 -3.305 -1.345
C -1.446 -4.336 -1.180
C -1.022 -5.685 -1.287
C 0.376 -5.895 -1.535
O 0.857 -7.168 -1.539
O -0.831 -2.096 -1.013
H 2.278 -4.995 -1.642
H 1.570 -2.784 -1.706
H -2.582 -4.248 -1.003
H -1.745 -6.489 -1.308
H 1.417 -7.033 -2.236
H -0.051 -1.508 -0.671
*
```



For each record above, in turn, the calculated energy above the lowest of the compared OMol25 structures with the same formula, charge and spin values are 0.0, 27.0 kJ/mol.